Here is 10 unconnected molecules or ions with the total composition C13H46O10 at a distorted geometry from the OMol25 dataset. Energies are from the ωB97M-V functional and the def2-TZVPD basis.

```
69
Properties=species:S:1:pos:R:3:forces:R:3
C -0.937 1.562 4.193 -0.763 0.074 -0.226
C -2.006 2.438 3.568 0.137 0.026 -0.114
O -1.730 3.806 3.893 -0.418 -0.307 -0.262
H 0.038 1.925 3.872 0.077 -0.211 -0.079
H -1.152 0.558 3.821 0.487 -0.141 0.158
H -0.965 1.565 5.281 -0.081 0.036 0.007
H -3.030 2.173 3.857 0.171 -0.086 0.430
H -2.000 2.253 2.483 0.231 0.349 -0.013
H -2.549 4.283 3.727 0.177 0.233 0.035
C 3.301 1.039 -0.998 0.323 1.019 0.418
C 4.296 0.934 -2.130 -1.070 -1.704 -0.676
O 3.527 0.277 -3.194 0.130 0.093 0.028
H 2.446 1.652 -1.291 0.097 0.134 0.015
H 3.772 1.516 -0.133 -0.150 0.079 -0.016
H 2.886 0.094 -0.653 0.312 -0.249 -0.274
H 5.093 0.231 -1.874 0.268 0.423 0.148
H 4.677 1.859 -2.558 0.057 0.183 0.504
H 4.116 -0.258 -3.733 -0.002 0.083 -0.063
C -0.299 4.116 -0.231 0.474 0.452 -0.909
C 0.991 3.925 0.515 1.355 -0.195 1.073
O 2.159 4.643 0.077 -0.185 0.618 -0.230
H -1.139 3.702 0.318 0.023 -0.264 -0.101
H -0.175 3.654 -1.216 -0.433 -0.276 0.100
H -0.520 5.164 -0.453 0.133 0.087 0.373
H 1.320 2.883 0.551 -0.666 -0.182 -0.121
H 0.929 4.239 1.561 -0.369 0.032 -0.080
H 2.270 4.656 -0.877 -0.318 -0.236 -0.055
C -0.539 -0.215 0.281 -1.879 -0.928 -0.501
O 0.059 0.900 -0.334 0.607 -0.033 0.185
H -1.613 -0.203 0.047 -0.019 0.154 0.316
H -0.269 -1.191 -0.138 0.663 0.237 -0.064
H -0.487 -0.309 1.364 0.616 0.595 0.011
H 0.323 0.614 -1.224 -0.121 -0.051 0.252
C -3.597 -2.053 1.139 0.527 -0.122 -0.173
O -2.435 -2.127 1.968 -0.030 0.284 -0.053
H -4.484 -2.304 1.718 -0.189 -0.017 -0.230
H -3.679 -1.049 0.724 0.021 0.134 0.327
H -3.457 -2.695 0.266 -0.332 -0.242 0.134
H -2.507 -2.913 2.515 0.019 -0.024 -0.007
C 2.626 0.211 2.550 -0.521 -0.426 -1.532
O 2.566 -0.706 3.621 0.113 0.130 -0.125
H 2.340 -0.236 1.580 0.052 -0.431 0.278
H 1.838 0.958 2.630 0.432 0.358 0.636
H 3.625 0.607 2.340 -0.070 0.393 0.579
H 3.024 -1.501 3.330 -0.081 -0.072 0.132
C 0.833 -3.942 0.706 -0.288 0.744 -0.380
O 2.216 -3.922 1.061 -0.394 -0.387 0.093
H 0.514 -2.915 0.513 -0.121 -0.072 -0.182
H 0.644 -4.550 -0.181 0.050 -0.058 -0.003
H 0.159 -4.289 1.486 0.582 -0.273 0.387
H 2.678 -3.825 0.224 0.216 0.008 0.133
C 0.679 -1.710 -3.341 0.100 -0.903 -0.450
O 0.778 -0.465 -2.705 -0.445 0.393 0.125
H 1.004 -1.709 -4.387 0.345 0.261 0.136
H 1.228 -2.486 -2.795 0.098 0.035 -0.067
H -0.350 -2.065 -3.415 -0.160 0.448 0.430
H 1.696 -0.150 -2.721 0.184 -0.207 -0.377
C -2.926 1.223 -2.061 -0.432 -0.088 -0.065
O -2.718 -0.189 -2.152 0.318 0.339 -0.137
H -2.973 1.701 -3.046 0.180 -0.107 -0.038
H -3.905 1.372 -1.605 0.101 0.031 0.152
H -2.148 1.697 -1.461 -0.070 0.054 0.071
H -1.762 -0.286 -2.236 -0.053 -0.250 -0.070
C -2.553 -3.702 -2.376 0.565 -0.145 0.571
O -2.392 -5.114 -2.422 -0.190 -0.141 -0.233
H -3.553 -3.527 -1.988 -0.037 0.161 -0.183
H -1.830 -3.284 -1.663 -0.149 0.181 -0.030
H -2.404 -3.196 -3.332 -0.244 -0.157 -0.103
H -1.566 -5.345 -2.854 0.037 0.125 -0.016
```
Forces are in eV/Å.

**SMILES string**: CCO.CCO.CCO.CO.CO.CO.CO.CO.CO.CO
**Orbital gap**: 9.85 eV
**Charge**: 0

These are the natural (NBO) partial charges, in e, on atoms 1 to 5:
1. C -0.6238
2. C -0.0593
3. O -0.7239
4. H 0.2127
5. H 0.2158

Here is 12 unconnected molecules or ions with the total composition C5H35N2O11 at a distorted geometry from the OMol25 dataset. Energies are from the ωB97M-V functional and the def2-TZVPD basis.

```
53
Properties=species:S:1:pos:R:3:forces:R:3
C -0.759 -4.162 -2.465 0.910 -2.106 1.482
C 0.809 -3.984 -2.193 -1.838 0.780 -1.635
C 1.164 -3.137 -0.941 2.534 -3.704 -0.276
C 0.204 -2.208 -0.315 -0.395 1.577 -1.217
N 0.712 0.653 -0.234 -0.592 -3.613 2.407
C 0.133 0.107 -1.316 -1.406 0.269 0.264
N -0.270 -1.184 -1.360 1.984 1.088 0.939
H -1.435 -3.445 -1.983 0.697 -0.159 -0.485
H -0.809 -4.196 -3.549 -0.859 0.092 0.131
H -1.137 -5.148 -2.032 0.663 1.005 -0.711
H 1.241 -4.980 -2.066 0.045 0.278 -0.240
H 1.166 -3.576 -3.225 -0.010 -0.339 2.109
H 1.479 -3.965 -0.206 -0.949 1.365 -0.323
H 2.190 -2.781 -1.147 -0.685 0.910 0.246
H 0.751 -1.695 0.469 -0.415 0.148 0.220
H -0.714 -2.638 0.064 0.110 -0.365 0.252
H 0.645 0.335 0.827 -0.189 -0.560 -3.100
H 0.936 1.575 -0.071 0.095 3.018 -1.219
H -0.241 0.874 -2.137 1.194 -1.532 1.396
H -0.496 -1.603 -2.273 -0.223 0.672 0.442
H -2.004 1.383 1.354 -0.928 0.896 -0.510
H -0.875 1.217 2.176 0.883 0.129 0.444
O -1.130 1.771 1.425 -0.094 -0.606 0.347
H -0.354 3.734 1.595 0.353 -2.701 -2.479
H -1.197 5.187 1.459 2.070 -3.092 1.402
O -0.646 4.482 2.011 -2.471 6.000 1.114
H 4.131 -0.768 -0.116 -0.067 0.277 -0.736
H 2.605 -0.303 -0.434 -0.421 0.834 -1.634
O 3.226 -0.654 0.162 0.663 -1.045 2.572
H 3.700 -0.908 3.514 -4.119 0.428 -1.298
H 2.758 -0.481 2.255 0.438 -0.505 0.519
O 2.672 -0.819 3.177 3.957 0.095 0.461
H 0.791 4.499 -1.146 -0.349 1.655 0.340
H 2.017 3.632 -0.729 -0.671 0.317 -0.195
O 1.160 3.645 -1.191 0.951 -2.056 -0.093
H 2.440 2.946 2.369 0.367 0.192 -0.979
H 3.147 3.824 1.256 -0.721 -1.671 0.680
O 2.752 2.917 1.435 0.322 1.481 0.326
H -2.626 -0.429 2.000 -3.863 3.969 3.759
H -1.723 -0.468 0.928 3.200 3.353 -4.095
O -2.152 -0.963 1.506 -0.019 -7.805 0.057
H -2.788 -2.076 -4.077 0.868 0.180 0.660
H -2.759 -2.017 -2.536 0.995 0.193 -1.276
O -2.151 -1.958 -3.330 -2.408 0.398 0.119
H 0.932 -0.416 3.092 -0.806 -0.732 0.697
H -0.531 -1.120 3.220 -0.113 -0.954 0.570
O -0.005 -0.464 2.800 1.475 1.894 -0.993
H -4.715 1.049 1.510 -1.219 -0.933 -0.622
H -4.317 0.844 3.126 0.010 1.994 -3.913
O -4.181 1.388 2.200 1.265 -1.194 4.526
H -1.093 3.082 -2.854 0.208 -3.159 -0.956
H -0.855 1.716 -3.907 -0.825 1.785 2.369
O -1.126 2.048 -2.966 0.399 1.560 -1.864
```
Forces are in eV/Å.

**Orbital gap**: 10.62 eV
**Charge**: +1

These are the natural (NBO) partial charges, in e, on atoms 1 to 5:
1. C -0.6206
2. C -0.4057
3. C -0.4558
4. C -0.2444
5. N -0.7986

Number 1: LUMO 0.137 eV. Number 2: LUMO -2.382 eV.